{"formula": "C60H166N25O11P7", "method": "ωB97M-V with the def2-TZVPD basis set", "species": ["P", "P", "P", "P", "P", "P", "P", "O", "O", "O", "O", "O", "O", "O", "O", "O", "O", "O", "N", "N", "N", "N", "N", "N", "N", "N", "N", "N", "N", "N", "N", "N", "N", "N", "N", "N", "N", "N", "N", "N", "N", "N", "N", "C", "C", "C", "C", "C", "C", "C", "C", "C", "C", "C", "C", "C", "C", "C", "C", "C", "C", "C", "C", "C", "C", "C", "C", "C", "C", "C", "C", "C", "C", "C", "C", "C", "C", "C", "C", "C", "C", "C", "C", "C", "C", "C", "C", "C", "C", "C", "C", "C", "C", "C", "C", "C", "C", "C", "C", "C", "C", "C", "C", "H", "H", "H", "H", "H", "H", "H", "H", "H", "H", "H", "H", "H", "H", "H", "H", "H", "H", "H", "H", "H", "H", "H", "H", "H", "H", "H", "H", "H", "H", "H", "H", "H", "H", "H", "H", "H", "H", "H", "H", "H", "H", "H", "H", "H", "H", "H", "H", "H", "H", "H", "H", "H", "H", "H", "H", "H", "H", "H", "H", "H", "H", "H", "H", "H", "H", "H", "H", "H", "H", "H", "H", "H", "H", "H", "H", "H", "H", "H", "H", "H", "H", "H", "H", "H", "H", "H", "H", "H", "H", "H", "H", "H", "H", "H", "H", "H", "H", "H", "H", "H", "H", "H", "H", "H", "H", "H", "H", "H", "H", "H", "H", "H", "H", "H", "H", "H", "H", "H", "H", "H", "H", "H", "H", "H", "H", "H", "H", "H", "H", "H", "H", "H", "H", "H", "H", "H", "H", "H", "H", "H", "H", "H", "H", "H", "H", "H", "H", "H", "H", "H", "H", "H", "H", "H", "H", "H", "H", "H", "H", "H", "H", "H", "H", "H", "H"], "positions_angstrom": [[-1.83652, -14.25859, 11.67993], [4.93901, -12.54202, 22.17035], [-3.79340, -7.70228, 12.71719], [-0.40250, -20.18747, 13.96127], [-8.29931, -11.05029, 15.59340], [-1.64134, -8.48111, 23.43759], [-2.47594, -13.65148, 17.67301], [3.88573, -18.39541, 21.17140], [-6.32026, -13.87746, 22.66660], [-0.43708, -14.94082, 22.19175], [-3.01812, -13.42780, 11.97786], [5.80564, -11.35066, 21.97127], [4.52549, -18.53164, 14.52807], [-9.09381, -10.20966, 14.67666], [-3.91296, -13.89837, 17.98514], [0.16655, -18.90649, 13.50938], [-2.44039, -7.53306, 22.60498], [-4.54174, -6.70916, 13.49632], [-3.42065, -7.18292, 11.15922], [-1.87637, -10.07254, 22.93876], [-1.57894, -15.08856, 17.75509], [-0.59091, -13.30665, 11.02506], [-6.28253, -11.99888, 21.39968], [3.25878, -12.43658, 21.98040], [5.34936, -13.73485, 21.05808], [-2.30721, -7.94738, 13.44784], [2.13754, -17.88739, 19.84021], [-7.26589, -10.14540, 16.60231], [-1.67098, -12.57121, 18.67600], [-1.37314, -20.15258, 15.33201], [-2.07276, -15.44855, 10.49008], [-1.96979, -8.63975, 25.10459], [4.06887, -17.19710, 14.60541], [-9.32295, -11.92368, 16.66092], [-7.24387, -12.19895, 14.93114], [-2.21961, -12.92210, 16.20443], [-4.46607, -9.22396, 12.71427], [0.00485, -8.38863, 23.30879], [5.15689, -13.29333, 23.69056], [-1.95221, -14.97678, 23.92968], [-1.33823, -20.93233, 12.77371], [0.77746, -21.34291, 14.29164], [-1.27965, -15.03689, 13.08232], [2.37597, -11.95104, 23.03227], [3.33854, -18.47226, 20.08594], [-5.88168, -9.33400, 12.37870], [-5.86967, -13.26288, 21.71949], [-3.29788, -8.39147, 25.65971], [4.10081, -15.07676, 15.65708], [-8.90718, -12.63588, 17.83588], [2.58996, -14.91654, 15.39326], [-3.38349, -12.40911, 15.43408], [-3.15282, -14.51413, 23.22230], [-0.94242, -20.80507, 11.38940], [0.67294, -8.73263, 22.06503], [1.69477, -17.90360, 15.03767], [-1.12766, -7.12657, 13.18791], [4.45571, -14.52397, 24.09225], [2.19927, -15.67471, 14.12646], [-6.50586, -13.17859, 15.75216], [-7.35897, -11.40946, 22.16152], [-2.28161, -16.35959, 17.73062], [2.13520, -20.89225, 14.57276], [4.55892, -16.54266, 15.84300], [2.68090, -17.14843, 14.14418], [-2.40345, -15.05881, 9.12028], [6.07744, -16.62217, 15.81305], [-0.76105, -15.15192, 23.34596], [-2.23129, -8.63005, 14.71753], [-0.78309, -20.27082, 16.68387], [-6.34350, -9.27017, 15.90319], [-1.32538, -11.25667, 23.60339], [-1.87993, -11.12502, 18.51178], [1.22998, -18.29391, 18.77085], [-4.34480, -6.29700, 10.44119], [4.38607, -14.74460, 20.59729], [-2.54566, -10.35862, 21.65798], [-2.47639, -7.79501, 10.23127], [0.56401, -22.77051, 14.49222], [-0.93891, -12.51104, 15.64931], [5.88306, -12.57436, 24.70147], [2.84982, -11.95144, 20.64902], [-1.59785, -16.81936, 10.66732], [3.96761, -17.17484, 17.12535], [-2.26437, -15.71013, 13.90366], [-7.86344, -9.52254, 17.77717], [-0.13830, -15.12002, 17.54690], [0.52566, -13.84239, 10.21466], [-2.79314, -19.79469, 15.31703], [0.07661, -15.50312, 13.22481], [-1.17726, -13.03305, 19.98709], [-2.30224, -21.96670, 13.03285], [-3.64142, -10.38101, 12.32049], [1.45056, -17.00415, 20.77050], [-1.01572, -9.27513, 26.01096], [0.73786, -7.44414, 24.12557], [-7.46110, -12.67164, 13.58382], [-0.53244, -11.89356, 11.38269], [2.61749, -17.70791, 12.68768], [6.53908, -13.56310, 20.18498], [-6.03960, -11.46388, 20.04152], [-2.04104, -14.96628, 25.37491], [-10.75812, -11.97581, 16.43730], [-0.42636, -21.69155, 11.00641], [6.91403, -14.58740, 20.13596], [0.75366, -23.33527, 13.57247], [-1.59747, -7.16869, 10.03298], [0.21399, -16.56783, 13.02863], [-0.04484, -9.53675, 25.59822], [0.56293, -14.93228, 10.14222], [-9.28432, -12.12771, 18.73294], [-2.37937, -13.98193, 8.96740], [0.27778, -14.14246, 17.76602], [-5.94374, -12.70916, 16.55494], [0.30435, -20.20785, 16.72429], [-0.49347, -23.00295, 14.63129], [3.63033, -14.73149, 23.41333], [-1.27412, -14.11117, 20.09314], [4.95340, -15.58995, 20.20458], [-3.06438, -10.14484, 11.42380], [2.12292, -20.14278, 15.36817], [0.70515, -17.86048, 14.57103], [-5.20241, -13.66288, 20.93816], [-3.88569, -13.27954, 15.01469], [0.45846, -11.46446, 11.24804], [2.36965, -12.63813, 23.88232], [6.18301, -13.24129, 25.51605], [6.60073, -15.96435, 16.50361], [-1.79918, -20.63651, 10.72771], [-2.73549, -15.73274, 25.72102], [-6.56485, -12.83302, 12.97617], [-3.29037, -8.24150, 26.73798], [-1.88661, -12.65429, 20.73091], [-2.95460, -8.01630, 9.27702], [-2.23043, -16.80099, 13.74588], [-0.69366, -8.57869, 26.79261], [2.79120, -21.70713, 14.88200], [4.52771, -14.72136, 14.71617], [-1.67362, -15.51242, 8.44291], [-1.96428, -15.71370, 14.95615], [-7.11910, -8.88737, 18.26573], [5.32167, -11.79971, 25.24313], [-2.13240, -17.53993, 10.04349], [-4.64839, -5.53901, 11.16130], [1.36519, -11.59892, 22.84026], [-3.01922, -19.51878, 14.28528], [-2.24376, -22.92052, 12.49583], [-7.89476, -11.83620, 13.02332], [4.02647, -14.37606, 25.08388], [-8.13501, -11.02438, 21.49566], [2.33979, -13.85868, 15.29321], [0.27946, -15.94932, 18.12578], [-1.80902, -17.06943, 18.41616], [-9.28330, -13.66504, 17.84545], [-1.88330, -10.71277, 17.50859], [-0.15697, -12.68633, 20.13820], [-0.28826, -19.96934, 11.14134], [-3.38357, -15.46496, 8.86368], [3.89003, -14.31315, 19.71656], [-5.16180, -6.83289, 9.95196], [-3.31768, -15.46240, 13.81018], [0.02582, -15.55254, 16.54900], [-3.16063, -14.63444, 22.14187], [0.45526, -13.46672, 9.19604], [-2.02356, -11.48024, 24.41535], [3.78661, -18.22184, 16.87660], [0.00210, -9.29495, 21.41546], [6.10325, -13.20442, 19.25048], [-3.01712, -18.94459, 15.96233], [6.80882, -12.07596, 24.41284], [-1.22577, -12.08286, 22.90368], [0.82711, -7.76657, 21.57156], [1.80395, -7.66882, 24.12389], [-4.09613, -11.35685, 12.17682], [1.44630, -13.67307, 10.77690], [-2.48263, -14.00824, 25.67348], [-3.58708, -10.02917, 21.71659], [-6.01606, -8.84689, 11.40141], [-2.86460, -10.48601, 13.08091], [-4.07947, -11.99862, 16.16607], [0.65749, -6.39072, 23.81414], [1.57651, -17.44646, 16.01745], [-8.58996, -8.75055, 17.49447], [-7.82438, -12.74094, 17.85006], [1.59450, -17.63678, 12.30983], [-1.06257, -11.87792, 14.78033], [0.36877, -15.27493, 14.25726], [-2.11247, -16.76275, 16.72262], [-1.82405, -17.11567, 11.68976], [1.97426, -15.26298, 16.23036], [0.33054, -7.30744, 25.12934], [-4.05566, -14.99709, 23.60037], [-3.09047, -11.69204, 14.67916], [2.66935, -20.48466, 13.71040], [1.17485, -15.57781, 13.76112], [3.63612, -14.98260, 21.34163], [-3.90846, -9.29673, 25.53982], [-6.23242, -10.34095, 12.16071], [1.14672, -23.18182, 15.31295], [-1.35045, -11.39556, 10.86230], [-7.20973, -13.84683, 16.25877], [3.00246, -16.81963, 17.49413], [-3.72052, -7.60277, 25.04120], [-0.33014, -12.02654, 16.42732], [-5.11240, -11.71822, 19.53173], [-1.33260, -6.06332, 13.32598], [-0.03591, -15.60304, 24.05193], [-3.48450, -20.60314, 15.56724], [-11.12387, -13.01035, 16.44761], [1.33512, -16.05601, 20.24005], [3.93956, -19.03016, 15.12299], [-5.82599, -10.40192, 20.20320], [-1.96712, -8.68005, 10.61767], [-3.24080, -21.58465, 12.60037], [-8.26136, -10.21242, 18.51382], [1.62399, -9.26290, 22.09811], [-3.78180, -5.81895, 9.63735], [4.38918, -14.44182, 16.49458], [2.81188, -11.07738, 23.54263], [0.79982, -14.94230, 12.63132], [-6.98784, -10.51654, 22.67700], [2.03400, -16.66560, 21.62867], [-7.77851, -12.03540, 22.94182], [3.65320, -19.19510, 19.32306], [-0.94438, -7.23988, 12.11393], [2.72360, -15.16816, 13.30564], [-0.37344, -11.03359, 24.07882], [-2.40405, -22.14156, 14.10051], [-2.20722, -7.83701, 15.47388], [-3.34238, -16.21565, 17.91160], [-3.42636, -13.46704, 23.38448], [-0.30071, -13.38404, 15.46658], [3.64968, -11.95268, 19.91122], [-11.12309, -11.52762, 15.51915], [-1.21757, -19.60944, 17.42995], [7.31714, -12.94203, 20.61239], [0.74635, -17.42395, 18.32323], [-1.08074, -14.93932, 25.88310], [-6.79933, -8.38513, 15.44950], [-5.42006, -9.15512, 16.46933], [5.12735, -15.38231, 24.07828], [-6.00408, -9.75642, 14.98152], [1.85172, -18.98518, 15.10383], [0.53289, -17.34987, 21.24320], [-11.22181, -11.56943, 17.34530], [-1.50888, -10.18807, 26.34593], [-0.94923, -21.30786, 16.99304], [0.34695, -18.79545, 19.18266], [-2.87050, -11.01375, 18.97644], [-0.22067, -7.53479, 13.62548], [4.55601, -17.02401, 18.03171], [-1.36199, -9.29079, 14.81393], [-8.12582, -13.53396, 13.47725], [3.29887, -17.24641, 11.97500], [1.67161, -18.92658, 18.00482], [6.39445, -17.64489, 16.04929], [-6.54368, -8.85380, 13.09517], [1.98548, -12.50301, 20.27364], [-2.46892, -11.38524, 21.31098], [-0.72276, -11.84427, 12.45967], [-6.98462, -11.61443, 19.52918], [-0.54162, -16.93342, 10.40598], [-3.06566, -9.30784, 14.90856], [-2.14116, -9.68510, 20.89416], [2.82735, -18.77824, 12.65034], [2.54636, -10.91444, 20.81884], [6.48411, -16.61797, 14.80006], [-1.28162, -10.51776, 19.19258], [-5.88705, -13.80743, 15.12095]], "forces_ev_per_a": [[0.9, -0.3, -0.7], [0.6, -1.6, 0.3], [1.5, 0.1, 0.6], [-0.8, -2.0, -0.3], [0.2, -0.7, 1.7], [-1.0, -1.7, -0.1], [0.8, 0.2, 0.2], [0.6, 0.4, -0.5], [0.7, -0.4, 0.2], [-0.4, 0.1, -0.1], [0.0, 0.0, -0.1], [-0.7, -0.4, 0.5], [-0.1, -0.2, 0.4], [0.3, -0.7, -0.4], [0.6, 0.1, -0.4], [-1.6, -1.9, -1.9], [0.4, -0.8, 1.3], [-1.2, 0.3, -0.6], [0.1, -0.3, -0.3], [-0.1, -0.7, -1.6], [-0.9, 1.5, 1.0], [0.0, -1.6, 0.0], [1.0, -1.4, -0.3], [0.0, -0.1, -0.9], [-0.3, 0.6, 1.0], [0.7, -1.3, -0.7], [-0.9, -0.2, -0.4], [-0.6, -1.1, 0.2], [1.4, -1.2, -0.8], [0.2, 0.3, 0.4], [0.3, 0.5, 0.7], [1.6, 1.2, -0.8], [0.8, 0.0, -0.7], [0.5, 0.8, -1.6], [0.6, 0.2, -0.2], [-0.7, 0.8, -1.2], [-0.4, -1.4, 0.4], [0.8, -0.2, 1.5], [-0.5, 1.0, -1.1], [-0.6, 0.6, -0.4], [0.8, 0.6, 0.5], [0.8, 0.7, 0.5], [-1.7, 1.0, -2.2], [1.5, 0.6, 2.1], [-1.3, -0.8, 1.6], [-0.2, 0.9, -1.3], [-1.3, 0.9, -0.6], [0.2, -0.9, -1.1], [-0.8, 0.0, -0.4], [0.2, -0.2, -0.1], [-0.5, -0.6, 0.2], [-0.2, -1.3, 1.4], [-0.7, 0.3, 0.1], [0.1, 0.1, -1.0], [-0.9, 1.1, -0.9], [-0.4, 0.9, 0.7], [-0.9, -0.2, -2.1], [0.2, 0.8, -0.3], [4.8, -0.9, -0.2], [-1.3, 0.3, 0.5], [0.2, 1.4, 0.1], [0.9, 0.2, -0.9], [0.6, -0.7, -0.1], [-1.3, 1.0, -0.3], [-0.3, 0.7, -0.2], [0.2, -0.6, 0.2], [0.5, -1.6, -0.1], [0.7, -0.5, 0.0], [-0.4, 0.1, 0.6], [0.1, -1.5, -0.6], [0.4, -0.9, -1.5], [-0.7, 1.2, 0.6], [-1.5, -0.6, 1.6], [-0.3, 0.0, 0.3], [0.7, 0.2, 0.5], [0.9, 1.2, -1.0], [-0.3, 1.9, 0.2], [0.8, -0.3, 0.4], [-1.1, 0.0, -1.0], [0.9, -1.1, 1.7], [0.4, 0.3, 1.6], [-0.3, 0.6, 0.7], [-0.4, 0.3, 0.1], [-0.2, 0.2, 0.1], [0.6, -1.8, 0.7], [0.2, 1.3, -0.3], [-1.3, -1.4, -0.4], [-0.6, -0.3, 1.0], [0.3, 0.2, -0.9], [-6.1, 1.4, -1.4], [-1.3, 0.3, -0.6], [-1.6, 0.4, -0.5], [1.3, 1.0, 0.1], [1.1, 1.4, 0.5], [-0.2, 0.2, -0.1], [-0.1, 1.4, 0.1], [-0.6, 1.3, -1.2], [-0.6, -0.7, 0.8], [-0.2, -0.3, 0.3], [-1.7, -1.0, 0.8], [-0.2, 1.3, 1.7], [-0.9, 0.9, 0.2], [-0.2, -0.5, 1.0], [-0.1, -0.2, 0.2], [0.4, 0.1, -0.7], [0.6, 0.0, 0.0], [-0.4, 0.6, -0.2], [-0.4, -0.1, 0.1], [-0.3, -0.2, -0.7], [-0.8, 0.0, 0.0], [0.2, -0.1, 0.2], [-0.1, 0.0, 0.2], [0.4, -0.2, -0.2], [0.2, 0.1, -0.2], [-0.1, 0.5, -0.4], [0.0, 0.2, 0.5], [0.0, 0.0, 0.0], [0.4, 0.0, -0.3], [-0.2, -0.4, 0.5], [-0.3, -0.3, -0.3], [0.5, -1.5, 0.0], [0.9, 0.8, 0.9], [0.3, -0.2, 0.3], [-0.1, 0.3, -0.6], [-0.1, 0.0, -0.5], [-0.4, -0.5, -0.3], [0.0, -0.3, -0.2], [-0.2, 0.3, -0.1], [-0.3, -0.2, 0.2], [0.3, -0.2, 0.2], [0.4, -0.4, 0.7], [0.3, 0.7, -0.1], [0.7, -0.3, 0.1], [0.0, -0.2, 0.0], [0.0, -0.1, -0.5], [-0.7, -0.2, 0.5], [-0.4, -0.3, 0.2], [0.6, 0.1, 0.3], [0.0, 0.1, -0.1], [-0.1, 0.9, 0.1], [0.4, -0.5, 0.1], [-0.4, 0.0, -0.3], [-0.3, 0.3, -0.2], [-0.6, 0.0, -0.3], [0.0, -0.7, -1.0], [-0.3, 0.2, 0.1], [1.1, 0.0, 0.1], [-0.5, -0.2, 0.1], [0.0, -0.2, 0.1], [-0.1, -0.3, -0.1], [0.1, 0.2, -0.1], [0.0, 1.0, 0.7], [-0.2, 0.1, 0.3], [-0.2, 0.0, -0.1], [0.2, -0.4, -0.2], [0.0, 0.0, 0.3], [0.1, 0.1, 0.8], [-0.1, 0.2, -0.1], [-0.4, -0.3, -0.1], [-0.2, 0.0, 0.3], [0.3, 0.8, -0.3], [0.3, 0.9, -0.4], [0.6, -0.4, 0.0], [0.6, 0.3, 0.0], [0.1, -0.7, 0.1], [0.4, -0.2, 0.6], [0.0, -0.1, 0.1], [0.9, 0.1, -0.5], [0.2, 0.1, 0.0], [-0.1, -0.2, -0.7], [0.0, 0.0, 0.1], [0.4, -0.2, -0.4], [-0.1, -0.3, 0.3], [-0.6, 0.3, 0.2], [0.3, 0.7, -0.6], [-0.1, 0.0, -0.1], [-0.2, -0.4, 0.0], [-0.4, 0.2, 0.1], [0.0, -0.3, 0.0], [-0.1, 0.4, -0.4], [0.1, -0.1, -0.8], [0.5, 0.0, 0.3], [-0.5, -0.4, 0.0], [-0.1, 0.3, 0.3], [0.3, 0.2, 0.0], [0.0, -0.1, -0.1], [-3.8, 0.6, 0.5], [-0.4, -0.4, 0.0], [0.5, -0.2, 0.0], [0.3, 0.0, 0.1], [0.2, -0.8, 0.1], [0.2, -0.5, 0.1], [0.0, -0.1, 0.0], [-0.4, 0.3, 0.0], [7.6, -1.7, 2.8], [0.2, -0.2, 0.0], [-0.2, 0.0, -0.2], [0.4, -0.3, 0.6], [0.0, 0.1, 0.1], [0.4, 0.6, 0.0], [0.0, -0.3, -0.2], [-0.1, 0.4, -0.7], [-0.4, 0.2, 0.6], [-0.2, 0.6, -0.2], [-0.3, -1.3, 0.1], [0.4, 0.0, 0.6], [0.0, 0.2, 0.0], [0.3, -0.2, 0.2], [0.3, -0.2, -0.2], [-0.8, 0.0, 0.0], [0.2, -0.2, -0.1], [-0.7, 0.3, -0.2], [-0.6, -0.2, 0.1], [-0.3, -0.1, 0.6], [-0.1, -0.1, -0.2], [0.0, 0.0, 0.7], [0.0, 0.2, 0.1], [0.3, -0.1, 0.0], [0.2, 0.3, -0.3], [-1.1, 0.4, -0.8], [0.1, 0.0, 0.0], [0.6, -0.7, -0.2], [0.1, -0.5, -0.4], [0.2, 0.3, -0.4], [0.2, 0.3, 0.0], [0.6, 0.0, -0.1], [0.2, -0.1, -0.2], [-0.2, 0.0, -0.1], [0.1, -0.5, 0.5], [0.1, -0.1, 0.1], [0.7, 0.3, 0.2], [-0.2, 0.0, -0.8], [0.1, -0.2, 0.1], [0.4, 0.4, 0.1], [-0.1, 0.3, -0.3], [-0.3, 0.3, 0.0], [0.7, -0.2, -0.3], [0.1, -0.7, -0.2], [0.1, 0.5, 0.9], [-0.2, 0.7, 0.3], [0.0, -0.1, 0.1], [0.0, -0.5, 0.2], [0.0, 2.3, 0.1], [-0.2, -0.4, -0.7], [-0.4, 0.5, -0.3], [0.4, 0.0, 0.7], [-0.2, 0.0, 0.5], [0.3, -0.5, 0.3], [-0.3, 0.9, -0.6], [-0.2, 0.2, 0.6], [0.7, -0.4, -0.3], [0.3, 0.4, -0.2], [0.0, -0.1, 0.2], [0.2, 0.4, 0.3], [0.3, 0.1, 0.1], [-0.2, 0.0, 0.6], [0.1, 0.0, 0.1], [0.1, -0.1, 0.0], [-0.1, 0.5, 0.6], [-0.1, 0.4, -0.1], [0.4, 0.2, -0.8], [0.2, -0.1, 0.3], [-0.3, 0.4, -0.1], [0.1, -0.3, -0.1], [0.1, 0.1, 0.2], [0.0, 0.1, -0.6], [-0.3, 1.0, -0.1], [0.7, -0.4, -0.4], [0.2, 0.3, -0.1]], "relative_energy_kcal_mol": 120.51, "lumo_energy_ev": 0.209, "orbital_gap_ev": 8.39, "total_charge": 0, "fmax_ev_per_a": 8.257}